134
Properties=species:S:1:pos:R:3:forces:R:3 method="wB97M-V/def2-TZVPD" homo_ev=-10.601 fmax_ev_per_a=3.6 lumo_ev=-2.2 charge=+1 orbital_gap_ev=8.400
C 1.21120 -4.10645 3.41423 -0.3 -0.7 0.0
C 2.71092 -4.61224 3.48531 -0.1 0.3 0.4
C 3.79391 -3.46861 3.35215 -0.5 -0.1 0.3
C 3.63572 -2.55989 2.07910 0.7 -0.3 0.3
C 4.13666 -3.26766 0.72902 -0.2 0.1 1.3
N 2.96146 -3.33743 -0.16603 2.2 1.1 -1.0
N 2.03457 -4.26690 0.13611 -2.3 0.7 -2.6
C 1.03335 -4.07714 -0.82246 1.1 0.0 0.9
N -0.03060 -4.86501 -0.70035 -0.2 0.7 -1.5
C -1.18647 -4.73595 -1.61799 -1.5 -0.3 0.3
C -2.48330 -4.65655 -0.69051 1.3 0.2 0.7
C -2.19027 -3.59068 0.46534 -0.5 0.4 0.0
C -3.44844 -2.70648 0.85547 0.4 -0.2 -0.1
C -3.70039 -2.56644 2.40565 -1.0 -0.2 0.0
O -3.23797 -1.34308 2.98223 -0.4 -0.3 -0.1
C -4.00484 -0.20798 2.55692 0.1 1.1 -0.3
C -4.36775 0.79845 3.71052 -0.3 0.1 -0.4
N 1.33525 -3.07705 -1.72435 2.1 -0.7 2.3
C 2.59873 -2.63177 -1.27438 -1.7 -1.3 0.8
C 3.46164 -1.50001 -1.93722 -0.3 -1.4 -0.7
O 2.63382 -0.40595 -2.30150 1.0 0.4 1.2
C 2.81403 0.70266 -1.46519 0.4 3.1 1.7
C 3.03539 0.60804 -0.01127 -0.1 1.0 -1.0
C 3.26080 1.78453 0.82170 -0.3 0.7 -2.0
C 3.26469 3.12443 0.23741 -0.5 -2.2 -1.8
C 3.01949 3.24007 -1.21615 0.2 -1.5 1.3
C 2.80253 2.05112 -2.05324 0.3 0.2 1.7
H 1.08666 -3.00094 3.53501 0.3 -0.9 0.1
H 0.69076 -4.38740 2.44886 0.6 0.4 0.9
H 0.63141 -4.63975 4.22060 0.5 0.7 -0.8
H 2.87774 -5.46864 2.76175 0.0 0.9 0.6
H 2.86115 -5.06873 4.50499 -0.1 0.4 -1.1
H 4.79995 -3.96292 3.44300 -0.7 0.7 -0.4
H 3.69304 -2.79571 4.25285 0.0 -0.7 -0.9
H 2.55606 -2.27888 1.95658 1.0 -0.2 0.1
H 4.20257 -1.60603 2.26063 -0.5 -0.9 -0.3
H 5.01590 -2.74928 0.27733 -1.1 -0.3 0.1
H 4.44902 -4.33450 0.92739 -0.3 1.1 -0.2
H 1.99416 -4.97094 0.86776 0.8 0.7 0.1
H -0.05996 -5.56278 0.04270 -0.1 0.4 -0.5
H -1.18708 -5.63252 -2.30217 -0.2 1.1 0.6
H -1.15074 -3.76646 -2.18264 0.5 -1.0 0.5
H -2.59976 -5.65341 -0.17250 -0.3 0.9 -0.8
H -3.39804 -4.36495 -1.26187 0.8 -0.5 0.4
H -1.86040 -4.12227 1.40260 -0.1 0.5 -1.0
H -1.37808 -2.87473 0.14856 -0.6 -0.9 0.3
H -3.29366 -1.68199 0.40814 -0.4 -1.0 0.5
H -4.35797 -3.15652 0.38107 0.7 0.4 0.4
H -3.26183 -3.41421 3.00827 -0.2 0.9 -0.8
H -4.81777 -2.61947 2.57290 1.0 0.0 -0.1
H -3.36489 0.36540 1.82132 -0.7 -0.5 0.6
H -4.93417 -0.51287 2.00172 0.8 0.2 0.6
H -4.94600 0.34159 4.55776 0.7 0.2 -0.8
H -3.47086 1.35284 4.09988 -0.8 -0.7 -0.3
H -5.05861 1.56877 3.25470 0.8 -0.7 0.4
H 3.85994 -1.94664 -2.89618 -0.5 0.4 0.9
H 4.35946 -1.22431 -1.32960 -1.0 -0.1 -0.2
H 3.03096 -0.39819 0.47459 0.0 1.0 -0.4
H 3.44309 1.66883 1.91408 -0.2 0.0 -1.0
H 3.44269 4.03520 0.85042 -0.2 -0.8 -0.6
H 3.03020 4.28038 -1.65786 -0.1 -1.5 0.3
H 2.63500 2.23062 -3.14346 0.2 -0.5 1.1
C 6.60207 6.83464 1.09066 0.1 -0.1 0.0
C 5.63678 6.81261 -0.07923 -0.1 0.3 0.3
O 4.29353 6.89495 0.38394 -0.1 -0.1 -0.1
H 6.39997 6.00272 1.76899 0.0 0.0 -0.1
H 7.63602 6.76528 0.74605 0.0 0.0 0.1
H 6.48629 7.75471 1.66971 0.1 0.0 -0.1
H 5.74031 5.88364 -0.64226 -0.2 0.0 0.0
H 5.82822 7.65063 -0.75710 0.2 -0.1 -0.1
H 4.20322 7.72394 0.87498 -0.1 -0.2 0.1
C -0.48651 0.39033 5.03526 -0.1 -0.1 0.0
C 0.85854 -0.04310 5.58674 -0.2 0.4 -0.2
O 1.75821 -0.35073 4.52220 0.2 -0.3 -0.1
H -0.91830 -0.39657 4.41255 0.0 0.0 0.1
H -1.18359 0.62161 5.84306 0.0 0.0 -0.1
H -0.37717 1.27537 4.40171 0.0 0.1 0.1
H 0.74921 -0.93803 6.20054 0.2 0.0 -0.1
H 1.29967 0.74641 6.20293 -0.1 -0.1 0.1
H 1.85942 0.44581 3.98753 -0.1 -0.1 0.1
C -0.82030 -8.28973 -5.36025 0.1 0.2 0.1
C -0.36310 -7.83288 -3.98890 -0.1 -0.5 -0.2
O -1.45828 -7.83309 -3.07298 0.1 0.2 0.3
H -1.60726 -7.63899 -5.73837 0.1 0.0 0.0
H 0.01035 -8.28674 -6.06920 0.0 0.0 0.0
H -1.23741 -9.29915 -5.31226 0.1 0.0 0.0
H 0.03283 -6.81641 -4.03732 -0.1 0.0 0.1
H 0.42091 -8.49137 -3.59987 0.1 0.1 -0.1
H -1.79820 -8.73444 -3.02693 0.0 0.1 0.0
C 0.22786 6.44420 -4.50567 -0.1 0.0 -0.1
C 1.01686 5.38546 -3.76018 -0.1 0.4 0.2
O 2.10851 5.97673 -3.06630 0.2 -0.1 0.0
H 0.86898 6.96859 -5.21706 0.0 -0.1 0.0
H -0.60961 5.99904 -5.04747 0.0 0.1 0.0
H -0.16143 7.19445 -3.81232 -0.1 -0.1 0.0
H 1.42225 4.64992 -4.45741 0.1 0.0 0.1
H 0.38039 4.86327 -3.03708 -0.1 -0.1 -0.1
H 1.74342 6.62052 -2.44347 0.0 -0.1 0.0
C 1.42977 9.68429 3.73517 -0.1 0.1 -0.1
C 1.93174 8.34223 3.23920 0.2 0.3 0.3
O 3.28619 8.44487 2.80883 0.1 -0.1 -0.2
H 1.50364 10.43566 2.94630 -0.1 -0.1 0.0
H 0.38988 9.61655 4.06114 0.0 0.0 0.0
H 2.03710 10.03865 4.57202 -0.1 -0.1 0.0
H 1.33632 8.00197 2.39029 0.2 -0.1 0.0
H 1.86972 7.58751 4.02925 -0.2 0.0 -0.1
H 3.81052 8.73631 3.56410 0.0 0.0 -0.1
C -2.25258 -9.88241 -9.14185 0.1 -0.1 0.0
C -3.24405 -9.63273 -8.02186 0.0 0.3 -0.4
O -3.05440 -8.33273 -7.46932 -0.1 0.0 0.1
H -1.22849 -9.79037 -8.77371 -0.1 -0.1 0.0
H -2.38588 -10.87906 -9.56708 0.0 0.1 0.0
H -2.37398 -9.14263 -9.93759 -0.1 -0.1 0.0
H -3.10569 -10.35956 -7.22021 0.0 0.2 0.1
H -4.27242 -9.71354 -8.38748 0.0 -0.2 0.0
H -3.18713 -7.69282 -8.17883 0.0 -0.1 0.1
C -9.16777 1.83889 1.43484 -0.1 0.0 0.0
C -7.86003 1.32572 2.00548 -0.1 0.4 -0.2
O -6.94637 1.01957 0.95924 0.3 -0.2 0.0
H -9.61349 1.09493 0.77167 0.0 0.0 0.1
H -9.87741 2.07129 2.23127 0.0 0.0 -0.1
H -9.00211 2.74035 0.83874 0.0 0.0 0.1
H -8.02692 0.41484 2.58202 0.2 0.0 -0.1
H -7.40213 2.07198 2.66328 -0.1 0.0 0.2
H -6.79214 1.82787 0.45628 0.0 -0.1 0.0
C -1.51884 8.61047 0.36674 -0.1 0.1 0.0
C -1.02477 7.26681 -0.13359 0.2 0.2 0.3
O 0.33033 7.36380 -0.56224 0.1 -0.1 -0.2
H -1.43980 9.36385 -0.41943 -0.1 -0.1 0.0
H -2.55930 8.54811 0.69179 0.0 0.0 0.0
H -0.90949 8.95868 1.20573 -0.1 -0.1 0.1
H -1.62118 6.93310 -0.98371 0.2 0.0 0.0
H -1.09181 6.50947 0.65439 -0.2 0.0 0.0
H 0.85618 7.64988 0.19427 0.0 -0.1 -0.2